# 1
This record from the OMol25 dataset describes a single C3H6N2S2 molecule. The level of theory is ωB97M-V/def2-TZVPD.

DFT total energy = -1023.671026 a.u.
energy relative to the best compared isomer or geometry (same formula, charge and spin) = 3.589 eV
E_LUMO = -1.287 eV
highest occupied orbital energy = -8.90 eV

```
! RIJCOSX wB97M-V def2-TZVPD def2/J DEFGRID3
* xyz 0 1
C -1.31 -0.58 -0.74
C 0.96 -0.12 0.11
C 1.87 0.65 0.82
H -2.39 -0.41 -0.39
H -1.00 -1.63 -0.54
H -1.43 -0.50 -1.95
H -1.99 1.76 1.07
H 0.68 -1.99 -0.76
H 2.86 0.35 0.61
N -0.40 0.23 -0.05
N 1.37 -1.32 -0.25
S -0.98 1.94 -0.13
S 1.75 1.61 2.18
*
```

=====

# 2
This record from the OMol25 dataset describes a molecular structure, C21H20IrN5O4S2. The level of theory is ωB97M-V/def2-TZVPD.

DFT total energy = -2287.436838 a.u.
energy relative to the best compared isomer or geometry (same formula, charge and spin) = 2.446 eV
E_LUMO (spin up / spin down) = -4.705 / -5.856 eV
<S²> = 0.77
highest occupied orbital energy (spin up / spin down) = -9.25 / -9.25 eV

```
! RIJCOSX wB97M-V def2-TZVPD def2/J DEFGRID3
* xyz 1 2
Ir 0.37 0.08 -0.06
O -3.20 -1.05 -2.89
C -2.22 -0.64 -2.09
O -1.55 -1.34 -1.38
C -2.00 0.84 -2.14
C -2.64 1.66 -3.03
C -2.38 3.03 -3.00
C -1.51 3.52 -2.05
C -0.90 2.62 -1.19
N -1.10 1.32 -1.24
C 0.03 3.06 -0.09
O 0.25 4.25 0.06
O 0.50 2.09 0.61
H -3.27 -2.02 -2.83
H -3.33 1.24 -3.75
H -2.87 3.70 -3.70
H -1.29 4.57 -1.93
C 4.85 -1.61 -1.84
S 4.45 -2.55 -0.34
C 2.89 -1.82 0.05
S 1.62 -1.85 -1.10
N 2.73 -1.39 1.26
N 1.50 -0.81 1.44
C 0.87 -1.17 2.50
C -0.40 -0.53 2.74
C -1.04 -0.52 3.97
C -2.22 0.19 4.10
C -2.71 0.87 2.99
C -2.02 0.80 1.80
N -0.90 0.09 1.67
H 5.71 -2.10 -2.28
H 5.12 -0.59 -1.57
H 4.02 -1.61 -2.53
H 1.29 -1.91 3.16
H -0.60 -1.05 4.81
H -2.74 0.21 5.04
H -3.62 1.45 3.05
H -2.37 1.32 0.92
C 3.35 1.80 0.41
C 2.91 1.58 -0.98
C 3.60 2.04 -2.15
C 2.89 1.62 -3.23
C 1.76 0.89 -2.72
C 0.75 0.20 -3.55
N 1.78 0.89 -1.36
H 4.33 2.27 0.43
H 3.37 0.87 0.97
H 2.63 2.44 0.92
H 4.51 2.61 -2.14
H 3.11 1.77 -4.27
H 1.23 -0.25 -4.42
H 0.02 0.93 -3.92
H 0.24 -0.57 -2.98
*
```

=====

# 3
This record from the OMol25 dataset describes 6 unconnected molecules or ions with the total composition C21H33O16. The level of theory is ωB97M-V/def2-TZVPD.

DFT total energy = -2023.827173 a.u.
energy relative to the best compared isomer or geometry (same formula, charge and spin) = 2.896 eV
E_LUMO = 2.031 eV
highest occupied orbital energy = -3.12 eV

```
! RIJCOSX wB97M-V def2-TZVPD def2/J DEFGRID3
* xyz -1 1
C -1.69 -0.21 -0.18
O -3.04 0.16 -0.36
H -1.02 0.21 -0.92
H -1.34 0.06 0.82
H -1.53 -1.29 -0.23
C -0.47 1.58 -3.78
C 0.68 1.68 -4.84
C 2.03 2.09 -4.32
O 2.90 1.23 -4.94
C 2.22 0.25 -5.57
O 2.78 -0.71 -6.07
O 0.97 0.43 -5.48
H -1.40 1.36 -4.30
H -0.59 2.54 -3.28
H -0.15 0.85 -3.03
H 0.35 2.44 -5.56
H 2.19 2.02 -3.25
H 2.13 3.15 -4.54
C 0.59 -3.44 3.29
C 0.41 -3.24 1.79
C 0.96 -4.48 1.04
O -0.03 -4.94 0.17
C -1.12 -4.30 0.46
O -2.19 -4.58 -0.11
O -0.97 -3.48 1.50
H 1.63 -3.47 3.59
H 0.07 -4.28 3.74
H 0.11 -2.62 3.82
H 0.81 -2.32 1.37
H 1.19 -5.35 1.66
H 1.85 -4.18 0.48
C 0.06 -2.10 -3.21
C 1.45 -1.52 -2.73
C 1.68 -1.73 -1.23
O 2.98 -2.22 -1.14
C 3.50 -2.43 -2.36
O 4.61 -2.76 -2.61
O 2.54 -2.22 -3.33
H 0.16 -2.41 -4.25
H -0.73 -1.35 -3.18
H -0.28 -3.02 -2.73
H 1.61 -0.48 -3.00
H 1.02 -2.45 -0.75
H 1.60 -0.81 -0.66
C 0.30 3.23 0.04
C 0.21 4.48 0.90
C -0.52 4.20 2.19
O 0.42 4.53 3.15
C 1.60 4.98 2.63
O 2.61 5.13 3.27
O 1.46 4.92 1.30
H 0.64 2.33 0.55
H 0.87 3.39 -0.88
H -0.72 3.02 -0.28
H -0.29 5.28 0.36
H -0.73 3.14 2.37
H -1.34 4.90 2.31
C -2.42 1.76 4.81
C -2.57 0.83 3.56
C -1.67 -0.41 3.67
O -2.49 -1.41 3.10
C -3.76 -1.02 3.14
O -4.73 -1.67 2.76
O -3.86 0.22 3.47
H -1.41 1.62 5.18
H -3.09 1.55 5.64
H -2.56 2.82 4.62
H -2.42 1.25 2.57
H -1.28 -0.59 4.67
H -0.79 -0.20 3.06
*
```

=====

# 4
This record from the OMol25 dataset describes a molecular structure, C10H29NO6Si2. The level of theory is ωB97M-V/def2-TZVPD.

DFT total energy = -1483.653769 a.u.
E_LUMO = 0.675 eV
highest occupied orbital energy = -9.35 eV

```
! RIJCOSX wB97M-V def2-TZVPD def2/J DEFGRID3
* xyz 0 1
C -4.45 -2.57 -0.30
C -3.59 -1.49 -0.96
O -3.94 -0.25 -0.35
C -3.75 -1.43 -2.48
O -2.53 -1.07 -3.14
Si -2.09 0.47 -3.49
O -0.52 0.69 -3.06
Si 0.14 0.52 -1.55
C 1.20 1.98 -1.13
C 0.43 3.29 -0.96
O -0.98 3.05 -0.85
C 0.93 4.12 0.21
N 0.06 5.27 0.45
H -5.42 -2.14 -0.04
H -3.98 -2.94 0.61
H -4.61 -3.42 -0.97
H -2.52 -1.69 -0.77
H -3.19 0.35 -0.40
H -4.05 -2.40 -2.89
H -4.54 -0.71 -2.72
H -2.96 1.38 -2.71
H -2.18 0.73 -4.93
H -0.92 0.32 -0.53
H 0.99 -0.69 -1.53
H 1.97 2.10 -1.90
H 1.73 1.70 -0.21
H 0.55 3.88 -1.89
H -1.27 3.30 0.04
H 1.98 4.40 0.02
H 0.93 3.47 1.10
H 0.57 6.06 0.80
H -0.39 5.56 -0.41
C 4.04 -2.05 0.68
O 3.42 -0.98 1.37
C 2.03 -1.16 1.56
C 1.69 -1.60 2.97
O 2.20 -2.89 3.25
C 3.39 -2.89 4.02
H 5.11 -1.86 0.70
H 3.83 -3.01 1.15
H 3.71 -2.09 -0.36
H 1.64 -1.88 0.84
H 1.54 -0.20 1.37
H 0.61 -1.63 3.08
H 2.09 -0.87 3.68
H 3.20 -2.53 5.04
H 4.16 -2.26 3.56
H 3.74 -3.91 4.06
*
```

=====

# 5
This record from the OMol25 dataset describes a molecular structure, C47H30BrCl5O4PdS2. The level of theory is ωB97M-V/def2-TZVPD.

DFT total energy = -7908.561466 a.u.
energy relative to the best compared isomer or geometry (same formula, charge and spin) = 0.000 eV
E_LUMO (spin up / spin down) = -6.093 / -9.204 eV
<S²> = 6.05
highest occupied orbital energy (spin up / spin down) = -12.48 / -12.48 eV

```
! RIJCOSX wB97M-V def2-TZVPD def2/J DEFGRID3
* xyz 2 5
Pd -1.56 2.24 -1.41
C 7.45 2.71 -1.09
C 5.99 2.38 -0.99
C 5.08 3.32 -0.51
C 3.73 3.05 -0.45
C 3.28 1.82 -0.89
C 4.16 0.86 -1.39
C 5.51 1.14 -1.42
S 1.55 1.32 -0.88
O 0.72 2.53 -1.22
C 1.36 1.21 0.92
C 0.95 2.34 1.62
C 0.85 2.27 3.00
C 1.15 1.07 3.69
C 1.05 1.01 5.09
C 1.33 -0.16 5.77
C 1.67 -1.31 5.06
C 1.76 -1.29 3.68
C 1.52 -0.09 2.97
C 1.60 -0.02 1.56
C 1.85 -1.19 0.69
C 3.13 -1.82 0.60
C 4.23 -1.43 1.40
C 5.46 -2.00 1.22
C 5.66 -2.98 0.24
C 4.62 -3.38 -0.55
C 3.33 -2.80 -0.40
C 2.27 -3.16 -1.25
C 1.04 -2.58 -1.13
C 0.83 -1.60 -0.16
S -0.78 -0.73 -0.13
O -0.81 -0.10 -1.50
C -1.82 -2.18 -0.15
C -2.26 -2.73 -1.34
C -3.04 -3.87 -1.30
C -3.38 -4.46 -0.08
C -4.20 -5.72 -0.04
C -2.94 -3.87 1.10
C -2.16 -2.73 1.08
H 7.77 3.37 -0.29
H 7.64 3.23 -2.03
H 8.06 1.81 -1.08
H 5.44 4.29 -0.17
H 3.03 3.80 -0.09
H 3.77 -0.08 -1.75
H 6.20 0.40 -1.81
H 0.74 3.24 1.07
H 0.56 3.14 3.56
H 0.76 1.90 5.64
H 1.27 -0.20 6.85
H 1.88 -2.23 5.60
H 2.02 -2.19 3.13
H 4.09 -0.68 2.17
H 6.30 -1.68 1.84
H 6.64 -3.42 0.11
H 4.76 -4.13 -1.31
H 2.44 -3.92 -2.02
H 0.22 -2.87 -1.78
H -2.01 -2.25 -2.28
H -3.39 -4.31 -2.22
H -4.77 -5.86 -0.96
H -4.89 -5.71 0.80
H -3.55 -6.58 0.09
H -3.21 -4.32 2.05
H -1.82 -2.27 2.00
Cl -1.17 4.03 -3.48
C -2.13 4.88 -2.33
C -2.29 4.20 -1.11
C -3.15 4.76 -0.13
Cl -3.35 3.91 1.33
C -3.81 5.95 -0.37
Cl -4.91 6.58 0.78
C -3.59 6.63 -1.59
Cl -4.35 8.11 -1.87
C -2.72 6.09 -2.59
Cl -2.47 6.90 -4.06
Br -6.89 -2.11 -4.59
C -6.27 -1.55 -2.88
C -6.87 -2.06 -1.74
C -6.42 -1.66 -0.49
C -5.38 -0.76 -0.38
C -4.79 -0.24 -1.54
C -5.24 -0.63 -2.80
C -3.65 0.71 -1.43
O -3.21 1.28 -2.47
O -3.12 0.94 -0.30
H -7.68 -2.78 -1.84
H -6.90 -2.04 0.40
H -5.01 -0.44 0.58
H -4.78 -0.22 -3.69
*
```

=====

# 6
This record from the OMol25 dataset describes 2 unconnected molecules or ions with the total composition C4H7NO. The level of theory is ωB97M-V/def2-TZVPD.

DFT total energy = -286.398619 a.u.
energy relative to the best compared isomer or geometry (same formula, charge and spin) = 6.341 eV
E_LUMO = -1.039 eV
highest occupied orbital energy = -9.53 eV

```
! RIJCOSX wB97M-V def2-TZVPD def2/J DEFGRID3
* xyz 0 1
C -1.06 0.95 -0.67
C -0.45 -0.36 -0.16
C -1.05 -1.50 0.38
C 1.11 -0.45 -0.34
H -0.64 1.21 -1.68
H -0.70 1.89 0.02
H -2.22 0.99 -0.67
H -0.55 -2.46 0.75
H -2.20 -1.65 0.73
H 2.92 0.70 0.75
H 1.37 1.57 1.50
N 1.88 0.70 0.21
O 1.58 -1.58 -0.81
*
```

=====

# 7
This record from the OMol25 dataset describes a molecular structure, C5H6O2. The level of theory is ωB97M-V/def2-TZVPD.

DFT total energy = -344.440816 a.u.
energy relative to the best compared isomer or geometry (same formula, charge and spin) = 4.384 eV
E_LUMO = -0.152 eV
highest occupied orbital energy = -9.46 eV

```
! RIJCOSX wB97M-V def2-TZVPD def2/J DEFGRID3
* xyz 0 1
O -2.14 0.06 0.31
C -1.01 -0.71 0.64
C 0.00 -0.35 -0.42
C -0.20 1.59 -0.46
O 0.15 2.23 0.49
C 1.37 -0.75 -0.17
C 2.53 -0.98 0.06
H -1.65 0.85 -0.09
H -0.63 -0.50 1.66
H -1.20 -1.78 0.55
H -0.36 -0.67 -1.40
H -0.43 2.13 -1.42
H 3.57 -1.11 0.25
*
```

=====

# 8
This record from the OMol25 dataset describes a molecular structure, C9H22P2. The level of theory is ωB97M-V/def2-TZVPD.

DFT total energy = -1038.606409 a.u.
energy relative to the best compared isomer or geometry (same formula, charge and spin) = 2.166 eV
E_LUMO (spin up / spin down) = -0.449 / -0.018 eV
highest occupied orbital energy (spin up / spin down) = -7.42 / -7.07 eV

```
! RIJCOSX wB97M-V def2-TZVPD def2/J DEFGRID3
* xyz 0 1
C 1.75 0.77 -1.26
C 0.34 -0.99 -1.98
C 2.19 -1.38 -0.07
C 0.97 1.71 1.76
C -1.31 0.91 2.05
C -0.96 1.95 -0.13
C 1.05 -0.43 -0.69
C -0.32 1.11 0.99
C 0.09 -0.33 0.48
P -1.23 -1.52 0.34
P -3.39 -2.65 -1.03
H 2.51 0.52 -1.98
H 2.27 1.43 -0.51
H 0.99 1.37 -1.82
H 0.28 -2.03 -1.83
H -0.59 -0.46 -2.14
H 1.01 -0.71 -2.72
H 1.75 -2.36 0.18
H 2.20 -0.88 0.96
H 3.15 -1.64 -0.47
H 0.77 2.78 1.64
H 0.84 1.28 2.75
H 1.97 1.44 1.31
H -2.22 0.43 1.79
H -1.49 1.81 2.58
H -0.82 0.19 2.92
H -1.22 2.91 0.24
H -0.23 1.98 -0.96
H -1.89 1.44 -0.45
H -1.35 -2.02 1.70
H -0.58 -2.58 -0.13
H -3.88 -1.37 -1.30
H -2.61 -2.69 -2.20
*
```

=====

# 9
This record from the OMol25 dataset describes 2 unconnected molecules or ions with the total composition C2H6N2O2. The level of theory is ωB97M-V/def2-TZVPD.

DFT total energy = -339.724765 a.u.
energy relative to the best compared isomer or geometry (same formula, charge and spin) = 2.936 eV
E_LUMO = 0.948 eV
highest occupied orbital energy = -8.89 eV

```
! RIJCOSX wB97M-V def2-TZVPD def2/J DEFGRID3
* xyz 0 1
C -1.76 0.61 -0.65
C 2.31 0.27 -0.10
N -0.90 0.05 0.17
N -1.08 -1.21 0.61
O 1.66 1.15 0.61
O 1.96 -0.85 -0.37
H -2.62 0.19 -1.07
H -1.58 1.49 -1.24
H 3.15 0.89 -0.50
H 0.80 0.92 1.13
H -1.66 -1.93 0.25
H -0.26 -1.58 1.15
*
```

=====

# 10
This record from the OMol25 dataset describes a single C4H6Br3OP molecule. The level of theory is ωB97M-V/def2-TZVPD.

DFT total energy = -8294.620838 a.u.
energy relative to the best compared isomer or geometry (same formula, charge and spin) = 0.463 eV
E_LUMO = 0.185 eV
highest occupied orbital energy = -9.17 eV

```
! RIJCOSX wB97M-V def2-TZVPD def2/J DEFGRID3
* xyz 0 1
C 1.88 0.80 -0.19
C 0.90 0.17 -0.85
C -1.94 -0.29 1.44
C -0.55 0.32 1.03
O -0.26 -0.39 -0.20
P 1.19 -0.41 -2.60
Br 3.46 1.03 -1.04
Br 1.48 -2.52 -2.18
Br -0.90 -0.19 -3.31
H 1.77 1.13 0.85
H -1.72 -1.39 1.52
H -2.13 0.13 2.34
H -2.61 0.01 0.69
H 0.20 0.34 1.91
H -0.77 1.26 0.60
*
```

=====

# 11
This record from the OMol25 dataset describes a gas-phase ion, C5H11N (charge -1). The level of theory is ωB97M-V/def2-TZVPD.

DFT total energy = -251.743074 a.u.
energy relative to the best compared isomer or geometry (same formula, charge and spin) = 1.540 eV
E_LUMO (spin up / spin down) = 4.495 / 4.381 eV
<S²> = 0.75
highest occupied orbital energy (spin up / spin down) = 1.51 / -2.68 eV

```
! RIJCOSX wB97M-V def2-TZVPD def2/J DEFGRID3
* xyz -1 2
C -2.40 -0.96 -0.36
C -1.41 0.25 -0.55
N 1.45 1.48 -0.65
C 1.01 0.51 0.36
C -0.33 0.21 0.50
C 2.15 -0.31 1.02
H -2.95 -0.90 0.58
H -3.14 -0.80 -1.15
H -1.79 -1.86 -0.44
H -2.02 1.17 -0.54
H -1.15 0.15 -1.62
H 2.17 2.11 -0.31
H 1.80 0.91 -1.42
H -0.63 -0.44 1.33
H 2.83 -0.51 0.17
H 2.62 0.28 1.80
H 1.77 -1.30 1.25
*
```

=====

# 12
This record from the OMol25 dataset describes a molecular structure, C26H22Br4CrN4O4S. The level of theory is ωB97M-V/def2-TZVPD.

DFT total energy = -13262.930238 a.u.
energy relative to the best compared isomer or geometry (same formula, charge and spin) = 0.634 eV
E_LUMO (spin up / spin down) = 2.421 / 2.359 eV
<S²> = 3.77
highest occupied orbital energy (spin up / spin down) = -4.33 / -4.49 eV

```
! RIJCOSX wB97M-V def2-TZVPD def2/J DEFGRID3
* xyz -1 4
Cr -0.81 0.05 0.39
O -2.76 0.13 0.18
C -3.65 -0.42 0.92
C -4.99 0.03 0.84
C -5.99 -0.53 1.57
C -5.74 -1.61 2.44
C -4.46 -2.09 2.53
C -3.40 -1.51 1.81
C -2.10 -2.10 1.96
N -1.00 -1.60 1.53
C 0.23 -2.39 1.66
C 1.36 -1.69 0.89
N 1.08 -0.27 1.03
C 1.81 0.46 1.78
C 1.43 1.77 2.26
C 2.40 2.57 2.88
C 2.09 3.81 3.38
C 0.75 4.25 3.29
C -0.22 3.46 2.74
C 0.07 2.18 2.21
O -0.89 1.44 1.76
H -5.18 0.86 0.16
H -7.00 -0.15 1.49
H -6.54 -2.06 3.01
H -4.24 -2.93 3.18
H -2.06 -3.06 2.48
H 0.08 -3.40 1.27
H 0.50 -2.46 2.72
H 1.33 -1.95 -0.16
H 2.34 -1.94 1.30
H 2.77 0.06 2.13
H 3.41 2.19 2.95
H 2.84 4.43 3.84
H 0.49 5.23 3.67
H -1.25 3.79 2.69
Br -1.97 -1.48 -6.18
C -1.53 -0.54 -4.60
C -1.48 0.84 -4.58
Br -1.84 1.84 -6.15
C -1.16 1.51 -3.39
Br -1.10 3.40 -3.28
C -0.89 0.82 -2.21
O -0.57 1.38 -1.08
C -0.94 -0.61 -2.24
O -0.68 -1.22 -1.11
C -1.26 -1.26 -3.42
Br -1.30 -3.15 -3.35
S 3.05 -0.10 -1.76
C 2.93 1.55 -1.50
N 1.88 2.25 -1.95
C 1.73 3.67 -1.74
C 2.29 4.04 -0.38
C 3.75 3.61 -0.33
N 3.89 2.26 -0.86
H 1.06 1.70 -2.17
H 0.67 3.92 -1.82
H 2.27 4.22 -2.53
H 1.72 3.51 0.38
H 2.20 5.11 -0.19
H 4.11 3.63 0.70
H 4.36 4.30 -0.91
H 4.67 1.69 -0.55
*
```